This record from OMol25 describes a cluster of 2 separate species, C5H16NO in total in a non-equilibrium geometry. The level of theory is the ωB97M-V functional and the def2-TZVPD basis.

ΔE to the lowest compared entry with this formula, charge and spin	0.5819	eV
charge	+1
F_max	1.47	eV/A
multiplicity	1
molecular weight	106.19	g mol⁻¹

Each line ends with the Löwdin charge.
Geometry (Å):
1 H -2.87 1.03 -0.98  0.099
2 H 3.42 0.90 1.05  0.102
3 C -1.79 0.90 -0.88  -0.042
4 O 0.04 -0.70 -1.12  -0.079
5 H 0.21 -1.58 -1.43  0.098
6 H -1.71 -0.77 -2.22  0.145
7 H 0.71 0.32 0.05  0.104
8 H -0.06 1.13 2.19  0.099
9 H -1.79 -1.34 0.82  0.090
10 C 0.93 0.68 2.09  0.002
11 N 1.37 0.85 0.67  -0.050
12 H -1.80 -2.59 -0.50  0.096
13 H 1.33 1.81 0.44  0.156
14 C -2.08 -1.54 -0.24  -0.054
15 C 2.75 0.33 0.44  0.012
16 H 1.63 1.18 2.76  0.108
17 H -1.54 1.14 0.14  0.056
18 H -1.24 1.59 -1.54  0.091
19 C -1.42 -0.56 -1.19  -0.445
20 H 0.88 -0.37 2.31  0.102
21 H 2.98 0.44 -0.60  0.105
22 H -3.19 -1.46 -0.30  0.102
23 H 2.76 -0.70 0.73  0.103


This record from OMol25 describes a structure of composition C18H45ClLi2N3O6 in a non-equilibrium geometry. The level of theory is the ωB97M-V functional and the def2-TZVPD basis.

ΔE to the lowest compared entry with this formula, charge and spin	1.9249	eV
charge	+1
F_max	2.08	eV/A
multiplicity	1
molecular weight	448.91	g mol⁻¹

Each line ends with the Löwdin charge.
Geometry (Å):
1 C -10.83 19.94 8.79  -0.121
2 H -16.54 16.94 -1.16  0.090
3 H -18.20 15.46 3.70  0.013
4 C -11.34 15.77 5.45  -0.200
5 H -12.04 13.88 6.29  0.121
6 O -16.63 21.36 2.73  -0.165
7 H -15.56 18.50 3.98  0.099
8 H -20.98 17.20 4.69  0.084
9 H -16.93 13.74 1.63  0.128
10 H -21.39 13.99 3.45  0.122
11 H -19.58 13.31 2.33  0.118
12 H -15.06 24.21 4.35  0.100
13 H -10.44 15.24 5.15  0.121
14 H -17.25 16.78 1.54  0.114
15 H -14.08 22.80 3.85  0.078
16 H -12.70 14.30 4.70  0.120
17 H -14.03 21.54 7.22  0.124
18 H -10.88 15.67 8.06  0.123
19 H -15.60 14.81 6.47  0.005
20 C -15.67 16.75 -0.53  -0.116
21 H -15.32 22.37 1.44  0.086
22 H -14.42 13.51 6.99  0.092
23 H -11.70 16.29 4.56  0.114
24 C -17.09 14.70 2.13  -0.206
25 H -11.23 17.61 9.25  0.111
26 C -20.67 14.80 3.50  -0.235
27 C -13.98 20.59 5.29  -0.164
28 H -20.27 14.77 4.53  0.115
29 O -15.90 15.74 0.42  -0.186
30 C -13.85 21.82 6.19  -0.216
31 H -10.01 20.26 9.43  0.094
32 N -18.17 14.67 3.07  -0.072
33 C -19.51 14.37 2.59  -0.207
34 C -12.43 14.70 5.68  -0.232
35 Cl -17.26 16.91 5.84  -0.289
36 C -14.26 23.53 4.64  -0.072
37 O -10.38 18.92 7.95  -0.192
38 C -17.16 15.79 1.06  -0.231
39 C -15.94 19.52 4.04  -0.246
40 N -11.29 16.84 6.45  -0.060
41 H -19.63 17.07 3.57  0.056
42 C -15.81 20.24 2.69  -0.240
43 H -9.44 17.53 9.18  0.124
44 C -20.73 17.12 3.63  -0.106
45 H -16.80 23.23 1.76  0.092
46 O -14.72 22.86 5.81  -0.187
47 H -12.82 22.16 6.03  0.128
48 C -10.40 16.52 7.56  -0.199
49 H -18.05 15.75 0.42  0.118
50 N -15.45 20.31 5.17  -0.143
51 H -13.63 20.78 4.27  0.105
52 H -14.84 16.47 -1.18  0.089
53 H -21.01 18.05 3.14  0.091
54 O -21.32 15.96 3.07  -0.159
55 Li -15.78 18.90 6.55  0.649
56 H -15.38 17.69 -0.04  0.075
57 H -13.50 19.71 5.71  0.118
58 C -10.36 17.66 8.60  -0.207
59 H -16.82 21.81 0.72  0.094
60 C -16.39 22.23 1.64  -0.103
61 H -11.65 19.62 9.46  0.082
62 H -14.73 13.88 5.37  0.086
63 H -10.99 17.68 5.98  0.101
64 Li -18.42 15.90 7.77  0.743
65 H -14.76 20.45 2.43  0.118
66 H -16.12 19.50 1.93  0.120
67 H -17.01 19.35 4.17  0.094
68 H -19.75 14.81 1.61  0.117
69 H -13.38 24.15 4.82  0.100
70 H -9.35 16.31 7.32  0.119
71 H -11.28 20.79 8.27  0.073
72 O -13.57 15.31 6.25  -0.193
73 C -14.62 14.38 6.35  -0.142
74 H -16.17 14.92 2.67  0.115
75 H -15.89 21.22 5.24  0.108


This record from OMol25 describes a structure of composition C19H34N2NbO2 in a non-equilibrium geometry. The level of theory is the ωB97M-V functional and the def2-TZVPD basis.

charge	-1
F_max	4.37	eV/A
multiplicity	1
molecular weight	415.40	g mol⁻¹

Each line ends with the Löwdin charge.
Geometry (Å):
1 C -1.71 -4.12 2.33  -0.424
2 H 4.28 -1.00 1.31  0.124
3 C -0.23 1.85 -4.06  -0.111
4 H 2.55 0.51 2.24  0.117
5 H 2.21 -2.05 -0.67  0.036
6 H -2.15 -5.06 1.94  0.030
7 C 0.64 6.15 -2.99  -0.079
8 H 0.38 0.46 1.91  0.110
9 C -3.59 -4.26 3.73  -0.328
10 H 1.56 0.94 -3.27  0.099
11 H -1.33 -4.24 -0.51  -0.181
12 C -2.19 1.31 -2.81  -0.071
13 H 4.33 -0.01 -0.89  0.070
14 C 0.79 -0.47 1.48  -0.318
15 C -0.15 5.03 -2.79  -0.063
16 H -3.26 1.39 -2.64  0.103
17 H 3.93 -2.44 -0.55  0.073
18 H -1.81 0.01 -1.13  0.065
19 C 0.49 1.07 -3.17  -0.159
20 C 2.55 -1.43 3.17  -0.065
21 H -3.51 -5.84 5.21  0.064
22 H 0.28 2.36 -4.87  0.100
23 H 3.73 1.20 0.31  0.070
24 H -2.36 -1.99 0.39  -0.146
25 H 0.61 8.30 -3.21  0.096
26 H 1.71 6.06 -3.10  0.104
27 O -0.03 -1.52 1.98  -0.472
28 H 2.59 0.36 -0.85  0.055
29 H 3.21 -0.87 3.85  0.067
30 H -1.90 -5.29 4.75  0.054
31 H 1.65 -1.66 3.74  0.068
32 H 3.12 -2.31 2.86  0.066
33 C -1.59 1.98 -3.87  -0.116
34 H 2.87 -3.04 0.72  0.034
35 C -2.91 -4.94 4.95  -0.096
36 H -3.98 -5.06 3.08  0.100
37 C 3.03 -2.19 0.05  -0.108
38 H -0.12 -2.07 -0.85  -0.156
39 H 0.73 -3.91 0.87  -0.128
40 N -2.13 6.40 -2.72  0.053
41 C 0.03 7.40 -3.05  -0.085
42 H 0.28 4.05 -2.73  0.088
43 H -2.96 -4.28 5.83  0.061
44 C -1.52 5.21 -2.66  -0.144
45 C -1.39 0.55 -1.98  -0.140
46 O -2.75 -3.37 3.03  -0.295
47 C 2.29 -0.52 1.93  -0.316
48 H -1.86 8.42 -2.95  0.097
49 H -2.18 4.36 -2.50  0.095
50 H -4.47 -3.72 4.12  0.106
51 H -0.92 -4.34 3.07  0.029
52 H 0.77 -0.33 0.38  0.051
53 C 3.50 0.27 -0.23  -0.080
54 C 3.31 -0.87 0.80  -0.415
55 N -0.07 0.42 -2.14  0.066
56 H -2.19 2.58 -4.55  0.105
57 Nb -0.78 -2.90 0.62  1.207
58 C -1.35 7.47 -2.91  -0.167


This record from OMol25 describes a structure of composition C5H16AgF6N7O9S2 in a non-equilibrium geometry. The level of theory is the ωB97M-V functional and the def2-TZVPD basis.

ΔE to the lowest compared entry with this formula, charge and spin	6.8249	eV
charge	+1
F_max	7.00	eV/A
multiplicity	2
<S²>	0.761
molecular weight	604.21	g mol⁻¹

Each line ends with the Löwdin charge.
Geometry (Å):
1 H -3.35 2.60 -0.99  0.038
2 O 4.26 3.73 0.73  -0.268
3 O -1.76 0.84 3.12  0.032
4 N -0.75 -0.39 -6.10  0.159
5 H 1.61 -3.13 -1.55  0.040
6 H -2.65 2.55 -2.33  0.040
7 N 2.61 1.50 1.02  -0.131
8 N -4.72 -3.55 0.31  0.173
9 S 3.19 1.75 2.52  0.677
10 F 4.02 0.99 -1.79  0.198
11 H 2.09 -2.94 -0.13  0.030
12 H -1.48 -0.90 -5.63  0.116
13 H 1.72 1.43 -5.42  0.125
14 C 0.16 0.21 -5.34  -0.755
15 N -2.98 0.19 4.82  0.170
16 H -2.98 2.45 5.34  0.122
17 O 4.67 1.72 2.56  -0.215
18 O -2.58 2.23 -1.43  -0.061
19 C 2.82 -0.03 3.27  -0.574
20 O 2.49 3.29 -0.94  -0.281
21 Ag -0.35 0.26 -0.18  0.926
22 N 1.02 0.94 -5.96  0.172
23 C 4.68 1.64 -0.94  -0.639
24 H -5.32 -2.77 0.07  0.131
25 H -2.96 0.34 5.82  0.113
26 C -2.44 1.10 4.05  -0.858
27 F 1.85 0.20 4.21  0.117
28 F 5.66 2.32 -1.57  0.163
29 N -3.06 -4.84 -0.25  0.173
30 N -2.49 2.29 4.48  0.185
31 O 1.53 -2.55 -0.80  -0.060
32 H -0.78 -0.32 -7.11  0.110
33 C -3.51 -3.62 -0.10  -0.853
34 F 5.35 0.64 -0.25  0.102
35 H -2.14 3.10 3.98  0.135
36 O -2.92 -2.65 -0.46  0.039
37 H -5.13 -4.44 0.52  0.110
38 S 3.43 2.71 0.07  0.755
39 F 2.25 -0.89 2.41  0.126
40 H 1.21 0.75 -6.94  0.120
41 O 2.44 2.83 3.18  -0.194
42 F 3.96 -0.49 3.77  0.172
43 O 0.14 0.10 -4.10  -0.033
44 H -3.70 -5.58 -0.01  0.113
45 H -2.07 -4.85 -0.48  0.123
46 H -3.10 -0.78 4.55  0.120


This record from OMol25 describes a structure of composition C19H35AuN8O3PS. The level of theory is the ωB97M-V functional and the def2-TZVPD basis.

ΔE to the lowest compared entry with this formula, charge and spin	0.6299	eV
charge	+3
F_max	0.53	eV/A
multiplicity	3
<S²>	2.012
molecular weight	683.55	g mol⁻¹

Each line ends with the Löwdin charge.
Geometry (Å):
1 H -3.34 -4.42 -0.17  0.150
2 H -0.93 -1.34 -2.92  0.143
3 C -2.04 -1.36 -0.59  -0.136
4 C -4.95 2.12 1.81  -0.215
5 N 4.77 0.39 -1.12  0.045
6 O -4.47 1.29 2.85  -0.040
7 H -0.31 4.67 -2.75  0.134
8 C 2.95 1.17 3.32  -0.159
9 H -5.54 1.56 1.08  0.133
10 H 6.75 -0.75 -3.27  0.134
11 H 0.36 2.85 3.02  0.066
12 H -2.14 -1.08 0.46  0.141
13 H 3.62 0.33 3.10  0.066
14 N -0.65 -1.77 -0.86  -0.094
15 C -3.01 -2.84 -2.27  -0.063
16 H -3.11 3.13 1.68  0.153
17 H -2.66 4.35 -1.94  0.150
18 C 6.23 0.15 -2.95  -0.070
19 H 4.43 -0.05 -4.21  0.160
20 H 1.28 -0.40 5.35  0.081
21 C -2.11 2.75 -0.61  -0.094
22 H 1.44 3.07 -2.00  0.105
23 H 3.17 1.52 4.33  0.079
24 H -0.36 -2.68 1.01  0.133
25 N 4.80 0.05 -3.27  0.052
26 C 6.22 0.30 -1.42  -0.074
27 C 0.43 3.03 -1.61  -0.106
28 O -4.21 1.79 -0.96  0.106
29 H 6.67 1.01 -3.45  0.135
30 H -3.70 -3.66 -2.44  0.157
31 H 6.73 1.21 -1.08  0.132
32 C 1.00 -0.71 4.34  -0.146
33 H -0.84 1.70 3.68  0.064
34 C -1.85 3.73 -1.57  0.064
35 C -2.63 -3.62 0.01  -0.098
36 C 4.04 0.23 -2.21  -0.750
37 H 0.67 -3.30 -0.29  0.139
38 N -1.27 -4.06 -0.26  -0.059
39 H 3.14 1.98 2.62  0.062
40 N 0.16 2.06 -0.72  -0.071
41 H -3.25 -1.98 -2.89  0.155
42 H -1.21 1.18 0.55  0.105
43 P 1.25 0.64 3.20  0.598
44 N -2.96 -2.47 -0.85  0.021
45 H 6.65 -0.56 -0.91  0.131
46 C -0.56 3.90 -2.03  0.011
47 H -5.54 2.95 2.20  0.142
48 H 4.38 0.54 -0.21  0.120
49 C -3.50 2.36 -0.16  -0.463
50 H -0.25 -4.76 -1.98  0.152
51 N -3.78 2.61 1.13  0.111
52 H -1.96 -5.25 -1.86  0.152
53 C 0.21 2.01 3.70  -0.150
54 C -1.06 1.95 -0.20  -0.089
55 C -1.25 -4.45 -1.68  -0.080
56 H 0.33 -2.55 -2.57  0.136
57 N -1.63 -3.25 -2.44  0.038
58 Au 1.42 0.38 -0.22  0.838
59 H -2.32 -0.51 -1.21  0.130
60 C -0.33 -2.96 -0.04  -0.150
61 H -5.20 1.10 3.46  0.103
62 H -0.05 -1.00 4.34  0.071
63 H -2.72 -3.31 1.05  0.151
64 C -0.65 -2.18 -2.28  -0.123
65 H 0.46 2.32 4.71  0.080
66 H 1.61 -1.56 4.05  0.072
67 S 2.31 0.24 -2.36  0.674
68 O 0.89 0.18 1.78  -0.544


This record from OMol25 describes a structure of composition C59H64BiN10O2S4. The level of theory is the ωB97M-V functional and the def2-TZVPD basis.

ΔE to the lowest compared entry with this formula, charge and spin	0.0000	eV
charge	+1
F_max	0.55	eV/A
multiplicity	1
molecular weight	1282.48	g mol⁻¹

Each line ends with the Löwdin charge.
Geometry (Å):
1 C 3.14 1.05 -1.59  -0.291
2 S -3.81 -0.60 -0.02  0.633
3 H -5.22 -3.61 3.28  0.114
4 H 7.37 -1.30 0.86  0.116
5 H 0.45 0.78 4.60  0.110
6 H 1.43 0.20 -2.54  0.078
7 O -0.06 1.47 2.28  -0.267
8 H -1.91 2.80 -2.46  0.072
9 H -4.06 -0.19 -4.22  0.084
10 H -0.35 -0.50 -4.32  0.078
11 H -6.61 -2.79 2.63  0.103
12 C -0.88 -4.55 2.55  -0.063
13 C -5.04 -1.24 0.94  -0.809
14 C 5.63 -2.57 -1.76  -0.052
15 C 2.91 3.87 0.51  -0.066
16 H -0.82 -5.62 2.73  0.111
17 H -1.80 -1.66 4.08  0.119
18 C -2.22 -4.32 -2.79  -0.061
19 C 5.24 -1.37 0.72  -0.059
20 H -2.71 -1.34 -4.14  0.072
21 C 1.95 1.55 5.94  -0.089
22 H 3.47 2.56 7.07  0.104
23 S -0.01 -1.97 -0.45  0.732
24 H 5.60 2.77 3.07  0.115
25 C 1.16 1.57 4.80  -0.047
26 H 5.79 -3.04 -2.73  0.116
27 H 3.63 4.45 5.49  0.106
28 C -2.62 6.49 -2.42  -0.101
29 H -3.77 -2.38 1.92  0.079
30 N 1.64 -2.27 -0.39  -0.357
31 H 6.24 1.34 -2.90  0.114
32 C -0.49 -4.04 1.33  -0.061
33 H -3.56 2.34 -4.41  0.085
34 C 3.19 0.15 -3.80  -0.061
35 H -3.28 -4.43 -3.00  0.113
36 O -3.10 3.07 -0.13  -0.293
37 C 2.85 2.58 6.18  -0.080
38 C -1.04 -1.81 2.09  -0.091
39 H 4.20 1.07 1.94  0.085
40 N 0.21 3.77 2.10  0.076
41 C -1.44 -2.33 3.31  -0.068
42 C 2.46 -1.80 4.55  -0.041
43 N -0.40 -0.63 -0.84  -0.370
44 C -1.84 5.04 -0.64  -0.163
45 H 3.10 -4.03 1.45  0.125
46 C -1.36 -3.70 3.54  -0.067
47 H -6.40 -5.12 1.68  0.077
48 H -7.75 0.45 0.19  0.117
49 H 2.14 4.14 -0.20  0.109
50 H 5.27 5.17 2.55  0.114
51 C -3.71 5.62 -2.62  -0.081
52 C -5.64 -3.20 2.37  -0.234
53 H -0.01 1.23 -4.56  0.070
54 H 4.99 1.86 -0.83  0.112
55 C -6.81 0.06 -0.20  -0.253
56 C 2.78 -3.14 4.71  -0.050
57 N -6.32 -0.91 0.79  0.010
58 C 2.92 -3.42 2.33  -0.061
59 C 2.94 3.64 5.29  -0.076
60 H 1.56 -3.92 -2.04  0.087
61 C -5.78 -4.30 1.31  -0.074
62 C -2.94 4.15 -0.83  -0.428
63 H -1.08 -0.74 1.91  0.053
64 H 2.10 -0.21 3.12  0.089
65 C -2.12 0.74 -4.28  -0.628
66 C -1.80 -3.39 -1.85  -0.075
67 N -4.74 -2.12 1.94  -0.010
68 H -1.91 2.85 -4.82  0.080
69 H -2.51 -2.74 -1.33  0.067
70 H -7.68 -1.42 -1.52  0.072
71 H -0.72 0.29 -5.87  0.089
72 H 5.07 -0.93 1.70  0.113
73 H -3.12 -0.57 -5.69  0.089
74 H -0.45 1.99 -2.54  0.065
75 C -0.88 4.83 0.41  -0.075
76 H 2.28 -1.17 5.42  0.093
77 C 4.49 1.37 -1.66  -0.048
78 C 5.19 1.08 -2.82  -0.060
79 C -7.02 -0.55 -1.58  -0.089
80 N 2.28 0.07 0.82  -0.353
81 H 3.48 -2.64 -1.89  0.097
82 N -0.66 3.72 1.02  -0.149
83 C 3.69 4.82 1.14  -0.059
84 H -4.72 3.83 -1.99  0.114
85 C 2.61 -2.07 2.19  -0.311
86 C 2.14 3.67 4.16  -0.038
87 N 0.83 1.92 -0.55  -0.396
88 H 5.09 0.26 -4.80  0.111
89 C 4.67 4.42 2.05  -0.069
90 H -6.09 0.87 -0.25  0.089
91 H -4.44 5.85 -3.39  0.105
92 C 6.52 -1.58 0.25  -0.049
93 C 4.08 2.12 1.71  -0.068
94 H 1.87 0.73 6.65  0.097
95 C 2.37 -1.25 3.28  -0.046
96 C 3.13 2.53 0.79  -0.324
97 H -7.47 0.18 -2.24  0.077
98 C 0.07 -4.96 -3.20  -0.063
99 S 2.53 -1.42 0.54  0.875
100 H -0.12 -4.69 0.55  0.118
101 C 4.17 -1.76 -0.07  -0.304
102 C 4.54 0.47 -3.89  -0.066
103 C -2.64 2.04 -4.91  -0.042
104 C 0.51 -4.04 -2.26  -0.068
105 H -1.67 -4.10 4.50  0.110
106 S 2.13 1.39 -0.15  0.786
107 H 2.86 -3.56 5.70  0.113
108 N -2.17 0.86 -2.81  -0.051
109 H -2.51 7.38 -3.04  0.098
110 C 6.72 -2.18 -0.99  -0.054
111 H 0.79 -5.57 -3.73  0.109
112 H -1.62 -5.82 -4.20  0.110
113 H 2.19 4.50 3.46  0.102
114 Bi -1.31 1.63 0.26  1.822
115 C -3.06 -0.41 -4.61  -0.037
116 C -1.72 6.20 -1.43  -0.054
117 H -6.25 -3.90 0.41  0.070
118 H -7.01 -1.35 1.38  0.128
119 H 7.73 -2.34 -1.35  0.114
120 H -6.06 -0.86 -2.00  0.045
121 H 3.54 5.87 0.94  0.115
122 C -0.71 0.42 -4.79  -0.048
123 H -4.80 -4.70 1.05  0.073
124 H -0.89 6.87 -1.24  0.110
125 H -2.85 1.89 -5.97  0.088
126 C 4.86 3.08 2.34  -0.065
127 C 0.39 2.62 2.68  -0.489
128 H 2.69 -0.32 -4.64  0.111
129 C 4.34 -2.36 -1.31  -0.056
130 C -0.58 -2.67 1.11  -0.307
131 C 1.25 2.63 3.90  -0.142
132 H -0.29 5.69 0.75  0.134
133 C -1.29 -5.10 -3.46  -0.064
134 H 3.27 -4.99 3.73  0.114
135 C 3.01 -3.95 3.60  -0.055
136 H -1.81 0.02 -2.38  0.037
137 C 2.48 0.44 -2.65  -0.080
138 C -0.44 -3.27 -1.60  -0.327
139 N -1.43 1.94 -2.24  -0.059
140 C -3.87 4.50 -1.84  -0.031


E list, top to bottom, in Eh: -329.859462 -1803.507654 -1061.109706 -2802.719800 -2283.090054 -4791.666046